2 unconnected molecules or ions with the total composition C4H4O. Source: the Open Molecules 2025 dataset; level of theory: wB97M-V/def2-TZVPD.

Geometry as XYZ:
```
9
Properties=species:S:1:pos:R:3:mulliken_charge:R:1
C 2.262 0.271 -0.153 -0.354
C -0.768 0.156 1.658 -0.107
C -2.216 0.319 -0.284 -0.410
C 2.405 -0.897 -0.326 -0.402
O -1.471 0.140 0.739 0.038
H 2.224 1.212 0.336 0.363
H -1.821 -0.149 -1.087 0.239
H -3.161 0.903 -0.384 0.236
H 2.547 -1.954 -0.499 0.397
```

Computed properties:
relative energy (zero: lowest compared OMol25 entry of this formula, charge and spin): 175.4 kcal per mole
LUMO energy: 0.665 eV
HOMO energy: -7.59 eV